C17H37Cl2O7P | the ωB97M-V functional and the def2-TZVPD basis

Positions of all 64 atoms, in Å:
O 2.62020 -2.78428 -4.68226
H 2.57427 2.73325 5.18257
H 1.81293 -0.62732 -3.45444
O -3.64551 -5.94818 -4.17009
H 0.00972 5.03705 1.62412
H -2.03996 -2.28423 -4.08668
C 1.87404 5.11244 7.43489
C 0.49778 4.51930 7.21250
O 0.12831 3.32402 3.86298
P 1.64534 -0.93618 -2.03309
H 2.22084 4.13852 2.31247
H 1.95075 6.09171 6.95072
C 2.82879 -3.29951 -3.32008
H 2.30060 -0.05611 -1.09976
H -3.16224 -5.96072 -1.55444
C 1.57839 2.42088 5.50901
C -2.61343 -5.17927 -2.07691
O -1.68750 -4.86606 -4.23847
C -0.97975 -0.37343 -3.31400
H 0.89334 -2.05034 -1.51453
H 2.65781 4.48510 7.00309
C -1.36127 -1.98554 -3.16289
C -0.37350 4.31723 0.89657
O 3.69558 5.23319 -0.37156
H 0.41769 1.21939 -2.46954
C 0.04506 0.14596 -2.10345
Cl -2.61564 0.54262 -3.08915
H 3.25623 -2.69169 -1.16372
H -0.25462 5.18654 7.64643
H 2.34965 5.89806 2.04080
H 0.36993 3.55005 7.70341
H -0.49560 -0.14440 -4.37805
H -0.40670 -2.68818 -3.22324
C -5.75658 -5.78201 -2.97034
C -2.59835 -5.34209 -3.56735
C 0.56390 3.40459 5.00771
H 2.07522 5.23167 8.50376
H 3.80028 4.86474 2.15474
H -6.55603 -6.36036 -2.49750
C 2.78473 4.75716 0.29956
C 2.76965 4.91998 1.79000
H -6.18269 -5.20104 -3.79507
C 3.14677 -2.10786 -2.19847
H -4.22714 -7.31738 -2.68940
H 1.15594 2.78186 1.17751
H 1.83120 -3.81708 -2.94086
H -5.37336 -5.06220 -2.24279
H -1.17294 3.73889 1.36941
H -5.08742 -7.38997 -4.21455
H 0.29566 2.70927 -0.34765
H 3.73863 -4.03737 -3.34652
H 1.34926 1.43932 5.08203
O 0.19809 4.43188 5.80650
H -0.79960 4.89820 0.07184
O 1.73757 4.15106 -0.30318
C -4.66259 -6.69826 -3.47926
Cl -0.80876 0.33626 -0.46991
H 1.56887 2.29112 6.58971
H -3.03343 -4.20119 -1.82611
H 1.70859 -3.07374 -5.02098
H -1.58281 -5.23451 -1.71217
C 0.72050 3.40099 0.38765
H 4.17478 -1.57344 -2.37134
H -1.86948 -2.23836 -2.12015

**Electronic energy**: -66890.686 eV
**Orbital gap**: 8.98 eV

=====

C17H37FO6Si2 | the ωB97M-V functional and the def2-TZVPD basis

Positions of all 63 atoms, in Å:
H 4.43220 1.91030 -0.83797
C 2.94190 2.77848 0.50390
C 2.18082 0.72933 1.30609
H -3.08586 -2.86343 0.64118
H 2.34141 3.03083 -4.27985
H 1.67560 -1.66870 6.84611
H 1.04287 1.01230 -3.98926
H 3.70465 -0.45054 0.27679
H 2.42980 0.92628 6.10275
O -0.76219 1.90705 -4.38453
H 0.48283 4.81711 -3.44291
H 0.87001 -4.64290 -0.69006
H 3.39759 3.62657 1.02307
O 0.42458 -1.21110 -1.60226
C -5.00552 -3.12059 -1.36535
O 1.97962 2.14841 1.36073
C -0.94305 3.19738 -3.78489
O 0.02377 -0.56132 6.33597
C 1.07341 -1.46142 5.95480
H 1.18408 3.66935 -5.46279
C 1.89045 -0.75792 4.89329
C 1.28030 3.09540 -4.53360
H 2.62593 0.41833 2.25750
C -1.03018 -1.21905 -1.90223
C 0.62801 1.73964 -4.69511
H -1.58006 3.10714 -2.90071
H 2.54902 0.37939 -0.78309
H -4.30072 -2.89775 -2.29849
H 0.75304 3.35626 -2.47312
H -7.14907 -2.41158 -0.60616
H 0.64224 -2.40108 5.59868
Si -4.20059 -2.09527 0.10178
Si -2.03342 -0.24241 -0.53136
C 0.43621 3.72526 -3.45586
H 1.21784 0.22453 1.18978
H 2.53083 -3.80756 -1.11951
O -3.76543 -0.53849 -0.58900
H -6.50856 -1.59002 -2.24705
H -1.44857 3.83750 -4.51614
C 1.73831 0.68902 5.28566
H -1.23298 -0.69095 -2.93917
C 1.37087 -3.79000 -1.34340
C 0.31177 0.73265 5.78840
C 3.11949 0.46372 0.14953
H 0.16053 1.49858 6.55451
H -4.98166 -4.25476 -1.03819
C 3.95343 1.71859 0.12564
H 1.44292 -0.92381 3.90611
H 1.92367 1.38869 4.46675
H -0.39284 0.91344 4.96974
H 0.73352 1.34174 -5.70853
H 2.92876 -1.09743 4.85991
H 2.41018 3.15298 -0.37723
C 0.80125 -2.35854 -0.75025
H -5.28051 -1.88114 1.06253
H -1.50460 -0.68568 0.77834
O 0.73950 -2.27482 0.60702
H -1.85392 1.22529 -0.67408
H 1.14316 -3.97040 -2.47675
H -1.34640 -2.36531 -1.93924
F -7.28089 -3.59198 -2.48725
C -6.56505 -2.59407 -1.61259
H 4.73572 1.65851 0.89147

**Electronic energy**: -48983.391 eV
**Orbital gap**: 9.35 eV

=====

C17H38BFN2O7 | the ωB97M-V functional and the def2-TZVPD basis

Positions of all 66 atoms, in Å:
H -3.31362 -7.29671 -0.07642
H 3.90519 2.39267 1.44096
C -3.88786 -5.61180 1.08279
O -1.85356 -3.31343 1.18969
H -0.24221 3.97016 -0.51920
H -0.02675 4.44973 1.18333
H -3.24951 -2.04961 0.31421
H 2.18169 4.41470 -2.39053
H 0.59480 2.47753 3.08715
C 2.02184 2.94311 0.67524
H 2.82954 -1.28037 3.15384
C 1.79166 -1.36666 2.81367
H 3.62652 5.67150 -5.64980
B 0.46273 3.39133 -5.16676
N 1.74561 3.95692 -5.34764
C -2.43339 -3.20864 2.47686
C 3.83719 5.01727 -4.80657
H -1.58501 4.11083 -5.55104
C 1.33808 0.65777 3.96594
H -1.65653 -1.31507 0.63795
H -0.15726 -7.49634 2.14677
C -1.22804 4.25786 -3.51145
H 3.56626 3.38777 -2.73459
H -1.71867 -8.11342 2.72495
H 1.25948 -2.07501 3.45917
O -1.75391 -6.75952 1.15216
O 0.66308 2.54843 0.70987
H -0.49558 1.74430 -5.94941
H 2.72735 1.07807 1.48118
H 0.47017 0.53158 4.62853
H -3.11547 -4.41942 4.05977
F -0.64837 5.18211 -2.68052
H 4.17466 5.58474 -3.93866
O 2.67790 2.49509 3.01055
C 2.56068 3.64837 -3.07218
N 0.21430 1.94196 -5.24698
H -3.47851 -4.86068 0.40383
H 1.78827 -1.74975 1.79459
C -0.75334 4.41425 -4.90964
H 4.65717 4.35510 -5.09971
H 1.95103 2.74559 -3.02252
H -1.69698 -2.77056 3.16531
O -3.98492 -5.12595 2.40899
H 1.48285 2.65968 4.60170
H -1.98539 -5.25080 2.98806
C -1.14587 -7.82967 1.83484
H -4.92072 -5.80565 0.78246
H -3.31218 -2.55380 2.45388
C -2.16962 -2.23552 0.33703
C -2.83427 -4.56358 3.01359
H 2.40836 2.75984 -0.33705
C 1.46618 2.12945 3.64626
H -1.84132 -2.50845 -0.66467
H -1.24108 3.23006 0.74253
H 2.11884 4.01258 0.89805
O -1.96496 3.46079 -3.05741
C 2.62531 4.19245 -4.47589
C -3.14407 -6.92008 0.94195
O 1.14796 -0.11303 2.79561
H 2.23160 0.32366 4.50608
H -0.20516 1.60710 -4.38075
C -0.24665 3.60902 0.51473
H -0.50465 5.45078 -5.12652
H -1.03312 -8.71131 1.19294
C 2.86040 2.14901 1.64996
H -3.55811 -7.64838 1.64898

**Electronic energy**: -38949.919 eV
**Orbital gap**: 9.52 eV

=====

C17H38GaNO22PS5 | the ωB97M-V functional and the def2-TZVPD basis

Positions of all 85 atoms, in Å:
C 3.93449 6.77261 -2.90760
O -1.65078 1.10692 -4.36395
S -5.86777 -8.57326 3.49254
H -6.78418 -5.34259 4.06445
O 0.52623 2.25149 -4.50660
C 6.98912 -0.51607 1.28411
H 7.25168 -1.18377 -0.83962
O 7.10552 -1.26457 2.23643
O -2.81405 0.39145 -0.31819
S -3.82175 -0.50721 -0.76964
C 1.45461 2.05649 -5.57374
H 0.05258 1.33418 -7.06342
H -2.05580 -1.94437 4.97354
C -6.09755 -6.95106 5.36126
P -0.14701 -0.37933 0.58930
H 6.11197 2.27369 -0.45977
O -4.16048 -3.69905 4.66940
H -0.71664 -0.88686 -0.61933
C -3.01485 -1.66642 4.52996
H 1.09706 -1.04905 0.89980
H -2.83267 -3.30374 3.10731
H -4.70801 -2.33766 -2.86206
H 1.58532 2.98345 -6.13108
S 3.66140 4.60914 -4.09827
H -2.89391 -0.75405 3.94636
N -1.19016 -0.55407 1.83906
H 2.82635 3.47314 -0.79608
H 5.67883 -0.32907 -0.43449
C 6.05932 1.61097 1.64257
H -5.10375 -6.49710 5.39325
H 4.24903 3.81714 1.64668
C 3.31420 2.73458 -0.09996
S -4.71086 -2.84803 5.92550
C 6.43719 -1.08464 -0.08205
H 6.71256 3.47239 0.72420
C -6.90760 -6.41665 4.19551
O -3.14445 -1.58613 -1.76866
H 5.89396 -2.03760 0.11856
H 4.13802 7.46268 -3.73127
H 4.68307 4.45136 0.03379
H 6.27113 2.11557 2.61992
O -4.49688 -8.66938 3.10931
C 2.21994 2.39223 0.99462
C -3.58885 -2.79828 3.70323
C 0.85407 0.95240 -6.42431
H 2.41201 1.75263 -5.14491
H -7.96933 -6.64996 4.31000
H 5.20771 0.88924 1.69830
H -6.59506 -6.80155 6.31741
O 2.28614 5.42396 -3.87656
H 1.59755 0.44758 -7.03853
C 2.46284 6.40304 -2.84925
H 0.27449 2.32127 -1.36448
O 4.05400 4.76187 -5.46445
H 2.05178 3.34990 1.57105
H 3.64309 1.84190 -0.68909
C -4.40613 -0.21356 -3.17848
H -4.38963 -2.44504 3.04950
S -0.25182 0.87450 -4.19493
O 4.60906 5.54236 -3.18086
H 4.29329 7.20454 -1.97531
O 3.54422 3.33502 -3.47372
O -6.83303 -9.56045 3.13279
O 0.29896 0.29932 -3.01938
H 2.54581 1.61005 1.73015
H 2.20554 5.94389 -1.89142
H -3.63274 0.44220 -3.56802
O -4.68507 -1.20482 0.13081
O 0.27966 0.04278 -5.48223
H -5.27720 -0.17836 -3.83273
O -5.94170 -8.34841 5.09081
O 7.27147 0.84416 1.29909
C 4.52565 3.48857 0.60805
Ga 0.37242 1.90973 0.19612
O -6.41574 -7.11985 3.04956
H 1.81353 7.25866 -3.02721
H -0.81558 2.73176 0.92900
O -4.15904 -3.40438 7.11954
H -0.70402 -1.13351 2.53892
O -6.11669 -2.65011 5.75276
O -4.75263 0.23287 -1.86685
C -3.88576 -1.62686 -2.98872
O -3.95908 -1.46378 5.59575
C 5.89046 2.71776 0.54742
H -3.24909 -1.95078 -3.81047

**Total charge**: -1
**Electronic energy**: -180615.427 eV
**Orbital gap**: 5.65 eV